Below is a structure of composition C8H20ClHfI2OP2 in a non-equilibrium geometry, with properties calculated with ωB97M-V/def2-TZVPD.

Summary:
- charge = +3
- total energy (hartree) = -2177.1909
- lowest unoccupied orbital energy (eV) = -13.821
- HOMO energy (eV) = -18.02
- HOMO-LUMO gap (eV) = 4.20

Cartesian coordinates (Å):
I -0.0718 0.5417 -4.7937
I 2.3531 -0.0050 -3.6635
Hf -0.1409 0.0460 0.1879
P 0.9236 2.2873 0.3038
C 2.5851 2.4445 0.9902
C 0.9219 3.2264 -1.2726
H 1.2079 4.2899 -1.1364
H 0.2136 4.3564 1.4836
H -0.0967 3.1811 -1.6942
H -1.1602 3.2900 1.0927
H 3.3069 1.9417 0.3373
H 1.5752 2.7180 -2.0069
C -0.1192 3.3106 1.4364
H 2.9268 3.4794 1.1467
H -0.1106 2.8844 2.4453
H 2.6525 1.9263 1.9523
P -1.0001 -2.2212 -0.4822
C -0.0486 -3.7291 -0.1138
C -2.5951 -2.5006 0.4211
H -2.1031 -1.5259 -2.5300
H -2.0370 -3.3215 -2.4658
H -0.5776 -2.3142 -2.8910
C -1.4758 -2.3889 -2.2535
H -3.2768 -1.6574 0.2456
H -3.1028 -3.4279 0.1216
H -0.5640 -4.6825 -0.3173
H 0.2480 -3.7385 0.9422
H -2.4209 -2.5369 1.5029
H 0.8922 -3.7268 -0.6778
C 1.7720 -0.8656 0.4889
O 2.7321 -1.3535 0.9551
Cl 0.5785 0.2364 3.2189
C -0.9546 -0.0385 2.1862
H -1.4580 -1.0107 2.4598
H -1.5758 0.8848 2.3803